# 1
Entry from OMol25: C2H3BF2O in the gas phase at a distorted geometry (ωB97M-V/def2-TZVPD).

The geometry in ORCA input format:
```
! wB97M-V def2-TZVPD RIJCOSX def2/J DEFGRID3
* xyz 0 3
B -0.406 -1.036 -0.702
C 0.791 1.038 0.085
C 0.096 -0.158 0.394
O 1.854 1.256 -0.433
F -0.164 2.048 0.321
F -0.647 -2.212 -0.151
H 0.263 -0.371 1.473
H -0.912 -0.755 -1.766
H -0.876 0.191 0.779
*
```

Computed properties:
E_LUMO (alpha / beta), eV: 0.57 / -4.05
Relative energy (zero: lowest compared OMol25 entry of this formula, charge and spin), eV: 0.0000
Kohn-Sham gap (alpha / beta), eV: 6.82 / 7.69



# 2
Entry from OMol25: CH2N2P2 in the gas phase at a distorted geometry (ωB97M-V/def2-TZVPD).

The geometry in ORCA input format:
```
! wB97M-V def2-TZVPD RIJCOSX def2/J DEFGRID3
* xyz 0 1
N -3.642 -0.184 0.009
P -2.660 0.945 0.001
C -0.962 0.544 -0.028
P -0.657 -1.172 0.010
N -1.582 -2.344 -0.016
H -0.175 1.275 0.004
H 0.739 -1.131 -0.001
*
```

Computed properties:
E_LUMO (alpha / beta), eV: -3.03 / -3.02
Relative energy (zero: lowest compared OMol25 entry of this formula, charge and spin), eV: 6.4689
SMILES: N#P=C[PH]#N
Kohn-Sham gap (alpha / beta), eV: 6.43 / 6.44



# 3
Entry from OMol25: C25H28N2O4 in the gas phase (ωB97M-V/def2-TZVPD).

The geometry in ORCA input format:
```
! wB97M-V def2-TZVPD RIJCOSX def2/J DEFGRID3
* xyz 0 1
C -4.431 -4.000 0.777
C -3.978 -2.634 0.357
C -3.534 -1.681 1.216
C -3.453 -1.908 2.693
C -3.127 -0.397 0.694
C -2.653 0.660 1.477
C -2.283 1.864 0.922
C -2.380 2.057 -0.459
O -2.033 3.201 -1.112
C -1.538 4.285 -0.355
C -0.193 3.991 0.327
O 0.136 4.535 1.358
N 0.554 3.098 -0.343
C 1.803 2.559 0.156
C 1.632 1.094 0.566
C 2.981 0.528 1.035
N 4.041 0.664 0.057
C 3.956 -0.287 -1.040
C 4.173 -1.690 -0.538
C 3.304 -2.718 -0.874
C 3.525 -4.005 -0.412
C 4.615 -4.274 0.397
C 5.484 -3.251 0.742
C 5.265 -1.968 0.276
C 4.195 2.043 -0.348
C 2.906 2.676 -0.894
C -2.846 1.023 -1.260
C -3.214 -0.188 -0.692
O -3.653 -1.151 -1.530
C -4.044 -2.381 -1.081
O -4.417 -3.181 -1.906
H -4.728 -4.555 -0.109
H -3.628 -4.542 1.276
H -5.282 -3.938 1.453
H -4.072 -1.181 3.217
H -2.425 -1.786 3.034
H -3.789 -2.904 2.959
H -2.569 0.537 2.545
H -1.916 2.647 1.566
H -2.256 4.616 0.403
H -1.396 5.097 -1.075
H 0.178 2.693 -1.188
H 2.061 3.159 1.035
H 0.898 1.014 1.370
H 1.260 0.518 -0.285
H 3.296 1.064 1.935
H 2.877 -0.530 1.285
H 3.002 -0.239 -1.589
H 4.757 -0.039 -1.745
H 2.449 -2.515 -1.504
H 2.843 -4.797 -0.684
H 4.787 -5.277 0.758
H 6.335 -3.456 1.374
H 5.931 -1.163 0.544
H 4.518 2.607 0.534
H 4.988 2.103 -1.096
H 3.083 3.724 -1.139
H 2.599 2.160 -1.807
H -2.927 1.159 -2.326
*
```

Computed properties:
E_LUMO, eV: 0.12
Relative energy (zero: lowest compared OMol25 entry of this formula, charge and spin), eV: 0.4262
SMILES: Cc1c(C)c2ccc(OCC(=O)NC3CCN(Cc4ccccc4)CC3)cc2oc1=O
Kohn-Sham gap, eV: 8.57



# 4
Entry from OMol25: a molecular structure, C16H30BN2NaO12 at a distorted geometry (ωB97M-V/def2-TZVPD).

The geometry in ORCA input format:
```
! wB97M-V def2-TZVPD RIJCOSX def2/J DEFGRID3
* xyz 0 1
Na -0.406 0.125 -0.426
O 3.737 -2.922 5.804
C 3.959 -2.380 4.774
O 3.089 -1.644 4.069
B 3.663 -1.302 2.781
O 5.047 -1.736 2.827
C 5.292 -2.348 3.982
O 6.338 -2.776 4.349
O 3.522 0.148 2.490
C 2.639 0.340 1.550
O 2.185 1.383 1.169
C 2.209 -1.056 1.039
O 2.907 -1.958 1.664
O 1.288 -1.240 0.282
C -3.869 -1.516 0.237
O -2.520 -1.578 -0.162
C -2.299 -2.581 -1.127
C -0.916 -2.540 -1.731
N -0.614 -1.285 -2.442
C 0.760 -1.389 -2.956
C 1.419 -0.049 -3.222
O 1.457 0.624 -1.974
C 2.081 1.893 -2.017
H -4.299 -2.520 0.315
H -4.453 -0.967 -0.516
H -3.936 -1.015 1.198
H -2.976 -2.302 -1.972
H -2.631 -3.587 -0.856
H -1.001 -3.354 -2.476
H -0.147 -2.846 -1.025
H -1.324 -1.234 -3.162
H 0.774 -1.990 -3.876
H 1.375 -1.894 -2.217
H 0.900 0.558 -3.965
H 2.449 -0.300 -3.512
H 1.774 2.458 -1.144
H 1.827 2.456 -2.927
H 3.172 1.784 -2.042
C -1.459 2.551 -3.871
O -1.970 2.296 -2.572
C -1.567 3.269 -1.646
C -2.096 2.907 -0.268
N -1.145 2.275 0.642
C -1.889 1.833 1.825
C -1.091 0.909 2.714
O -0.935 -0.351 2.119
C -0.421 -1.251 3.098
H -0.369 2.605 -3.826
H -1.923 3.441 -4.293
H -1.679 1.662 -4.462
H -1.935 4.266 -1.940
H -0.470 3.389 -1.645
H -2.922 2.204 -0.400
H -2.555 3.805 0.173
H -0.446 2.953 0.926
H -2.813 1.335 1.529
H -2.202 2.701 2.426
H -1.610 0.810 3.676
H -0.102 1.345 2.922
H 0.544 -0.893 3.476
H -0.331 -2.233 2.648
H -1.090 -1.291 3.965
*
```

Computed properties:
E_LUMO, eV: -0.21
Kohn-Sham gap, eV: 9.05